The following is a DFT calculation (ωB97M-V with the def2-TZVPD basis set) of a cluster of 11 separate species, C5H32N2O11 in total at a distorted geometry.

The geometry in XYZ format:
```
50
Properties=species:S:1:pos:R:3:nbo_charge:R:1
H -1.61 0.02 -1.79 0.34
H 0.21 3.39 2.49 0.49
H -2.48 2.09 1.42 0.49
H -4.17 -0.57 1.23 0.49
H 1.49 -1.18 3.49 0.48
O -3.49 -1.19 0.95 -0.96
H -1.30 -2.63 0.68 0.23
H 2.72 -3.03 -0.60 0.51
H 1.42 0.73 -3.22 0.40
H 2.54 -0.67 -0.11 0.25
H 0.05 -1.42 -1.45 0.18
H -1.90 1.91 3.51 0.50
C 2.32 -0.76 -2.13 0.70
H 2.17 -3.08 -3.58 0.47
H -0.29 2.03 1.99 0.49
H 2.82 -1.36 2.74 0.49
O -3.06 2.67 0.91 -0.96
C 2.04 0.02 -0.85 -0.52
H 2.61 0.94 -1.06 0.22
H 0.83 -2.83 -3.62 0.44
O -0.48 2.73 2.63 -0.97
H -2.48 2.43 -3.31 0.49
H -2.27 0.65 4.32 0.48
O -1.29 3.27 -1.18 -0.98
H 1.84 -0.64 -4.08 0.38
O 1.38 -3.59 -3.36 -0.91
O -2.16 0.98 3.42 -0.98
C 0.61 0.28 -0.40 -0.40
H -1.74 3.63 -0.41 0.49
H 2.86 0.65 2.78 0.50
H 0.26 -2.27 1.15 0.24
O 2.42 -0.97 3.53 -0.95
O 2.83 -1.87 -2.04 -0.65
C -0.30 -0.92 -0.55 -0.06
H 3.46 -3.57 0.69 0.47
O -2.35 1.63 -3.83 -0.95
O 2.61 -3.31 0.33 -0.98
H 0.71 0.60 0.67 0.23
H -0.87 -1.07 1.52 0.19
H -2.42 -0.72 -0.50 0.40
N -1.60 -0.12 -0.79 -0.89
H -3.60 3.16 1.52 0.47
O 2.44 0.86 1.94 -0.97
H -2.71 -1.19 1.50 0.49
N 2.03 -0.05 -3.26 -0.82
H -2.73 0.88 -3.37 0.47
H 2.70 1.76 1.72 0.46
H 0.19 1.14 -1.03 0.22
C -0.61 -1.78 0.72 -0.65
H -1.64 2.37 -1.30 0.48
```

Computed properties:
- Energy above the lowest of the compared OMol25 structures with the same formula, charge and spin: 79.95 kcal per mole
- SMILES string: C[C@@H](N)CCC(N)=O.O.O.O.O.O.O.O.O.O.O
- Multiplicity: 1
- Total energy: -1146.81803 Eh